Entry 1:
{"formula": "C16H36N3O3P2Ti", "method": "wB97M-V/def2-TZVPD", "energy_ha": -2552.76244, "gap_ha": 0.14083, "charge": 1, "symbols": ["C", "C", "N", "C", "P", "C", "C", "O", "C", "C", "C", "C", "C", "N", "C", "C", "C", "C", "O", "C", "C", "O", "P", "N", "H", "H", "H", "H", "H", "H", "H", "H", "H", "H", "H", "H", "H", "H", "H", "H", "H", "H", "H", "H", "H", "H", "H", "H", "H", "H", "H", "H", "H", "H", "H", "H", "H", "H", "H", "H", "Ti"], "positions_angstrom": [[1.721, -2.674, 1.260], [0.474, -2.787, 0.405], [0.457, -3.798, -0.345], [-0.615, -1.759, 0.483], [-0.145, -0.026, -0.244], [-0.023, 0.775, 1.690], [0.802, -0.073, 2.343], [0.559, -0.859, 3.309], [-0.062, -0.678, -2.050], [1.322, -1.109, -2.543], [2.142, -0.057, -3.308], [3.571, 0.153, -2.785], [4.640, -0.255, -3.770], [4.850, -1.715, -3.802], [-1.957, 0.557, -0.459], [-3.029, -0.003, 0.474], [-4.199, 0.977, 0.682], [-4.768, 0.961, 2.087], [-4.668, 2.280, 2.672], [-4.262, 2.262, 3.957], [-2.813, 2.515, 4.184], [-5.005, 2.084, 4.854], [0.616, 2.087, -0.893], [2.185, 2.172, -0.545], [2.383, -3.494, 1.033], [1.486, -2.685, 2.335], [2.261, -1.761, 1.005], [-0.392, -3.833, -0.903], [-0.973, -1.697, 1.505], [-1.435, -2.171, -0.084], [1.247, -0.371, -0.080], [0.471, 1.736, 1.570], [-0.940, 0.951, 2.234], [1.861, -0.087, 1.927], [-0.442, 0.055, -2.751], [-0.719, -1.532, -2.154], [1.151, -1.930, -3.228], [1.929, -1.531, -1.752], [1.627, 0.890, -3.397], [2.265, -0.427, -4.316], [3.738, -0.389, -1.859], [3.713, 1.196, -2.545], [4.440, 0.118, -4.767], [5.565, 0.218, -3.452], [5.840, -1.909, -3.824], [4.527, -2.110, -2.930], [-1.959, 1.633, -0.313], [-2.280, 0.406, -1.478], [-2.652, -0.268, 1.454], [-3.462, -0.892, 0.036], [-3.896, 1.996, 0.483], [-4.994, 0.748, -0.012], [-4.238, 0.263, 2.726], [-5.808, 0.668, 2.113], [-2.271, 2.709, 3.269], [-2.694, 3.365, 4.838], [-2.367, 1.665, 4.681], [0.295, 2.343, -2.236], [-0.083, 3.070, -0.160], [2.339, 2.930, 0.106], [2.676, -0.904, 3.268]], "forces_ev_per_angstrom": [[0.6157, -0.0355, 0.3576], [-0.2524, 0.3378, 0.0914], [0.2439, -0.3878, -0.2073], [0.3065, -0.0001, 0.1313], [-1.0855, -1.8504, -3.8241], [0.0738, 1.6745, 1.8797], [-0.8196, 1.3569, 1.0645], [2.9146, -0.8233, 0.6238], [0.5813, 0.0398, 0.3368], [-0.2516, 0.1383, -0.3754], [0.4475, -0.5416, 0.2481], [-0.2568, 0.3574, -0.4376], [0.8326, -0.3481, 0.5379], [-0.3127, 0.1067, -0.0433], [-0.0573, 0.0295, 1.1416], [-0.5013, 0.4724, -0.2518], [0.0142, -0.1634, 0.1245], [-0.2570, 0.2410, 0.2092], [0.1558, -0.0945, -0.9051], [0.4080, 0.2892, -0.1359], [0.6717, 0.1474, -0.3180], [-1.1212, -0.3749, 1.2191], [1.4272, -0.1808, 0.8461], [-0.6008, -0.2344, 0.0986], [0.0904, -0.3774, -0.0005], [-0.2287, -0.3711, 0.0106], [0.1718, 0.2657, -0.3947], [-0.0846, -0.0261, -0.0726], [-0.0246, 0.0827, 0.3026], [-0.3810, 0.1296, -0.2709], [0.2295, 0.7171, 0.2031], [0.3221, -0.0277, -0.8440], [-0.5449, -0.4707, -0.2160], [-0.0186, 0.6127, -0.8642], [-0.2283, 0.3556, -0.0567], [-0.4055, -0.1666, 0.2316], [0.0251, -0.3670, -0.1233], [0.0809, -0.0813, 0.3896], [-0.2100, 0.2592, 0.1218], [-0.1938, 0.0168, -0.4196], [-0.0224, -0.1175, 0.3086], [0.0286, 0.3258, 0.1567], [-0.2523, 0.0428, -0.2858], [0.2403, 0.2670, 0.0080], [0.1380, -0.1310, -0.2520], [-0.1071, -0.1076, 0.0769], [0.2098, 0.3386, 0.0708], [0.2300, -0.2069, -0.4401], [0.3278, -0.1014, 0.1889], [0.1332, -0.5431, 0.0468], [0.1363, 0.2770, -0.0770], [-0.1817, 0.0052, -0.3370], [0.2073, -0.2385, 0.1359], [-0.3351, -0.0354, -0.0209], [0.0613, 0.0840, -0.2797], [-0.0142, 0.2655, 0.2662], [0.0332, -0.2875, 0.2210], [-0.1783, 0.0782, -0.0761], [-0.4189, 0.0347, -0.2532], [0.2824, 0.2069, -0.0806], [-2.2941, -0.8644, 0.2139]]}

=====

Entry 2:
{"formula": "C16H36O10S", "method": "wB97M-V/def2-TZVPD", "smiles": "O=S1(=O)CCC[C@H](O)O1.COCCOCCOC.COCCOCCOC", "energy_ha": -1781.66964, "gap_ha": 0.35178, "charge": 0, "symbols": ["O", "S", "O", "C", "C", "C", "C", "O", "O", "H", "H", "H", "H", "H", "H", "H", "H", "C", "O", "C", "C", "O", "C", "C", "O", "C", "H", "H", "H", "H", "H", "H", "H", "H", "H", "H", "H", "H", "H", "H", "C", "O", "C", "C", "O", "C", "C", "O", "C", "H", "H", "H", "H", "H", "H", "H", "H", "H", "H", "H", "H", "H", "H"], "positions_angstrom": [[3.572, -7.841, -0.863], [3.871, -7.213, -2.100], [4.969, -7.772, -2.794], [4.237, -5.475, -1.843], [3.232, -4.654, -2.652], [1.842, -5.126, -2.233], [1.490, -6.474, -2.807], [0.579, -7.156, -2.024], [2.643, -7.279, -3.120], [5.259, -5.281, -2.123], [4.025, -5.267, -0.805], [3.422, -4.830, -3.705], [3.350, -3.608, -2.413], [1.871, -5.183, -1.148], [1.143, -4.356, -2.529], [0.986, -6.314, -3.751], [0.858, -7.124, -1.095], [1.923, 1.269, 2.194], [0.982, 0.894, 1.209], [1.472, 0.964, -0.117], [1.001, -0.208, -0.948], [1.571, -1.461, -0.609], [1.206, -2.067, 0.623], [-0.220, -2.568, 0.698], [-1.150, -1.502, 0.756], [-2.315, -1.707, -0.013], [1.998, 2.359, 2.273], [1.577, 0.871, 3.147], [2.911, 0.847, 1.985], [2.566, 1.001, -0.128], [1.092, 1.886, -0.579], [1.323, -0.021, -1.975], [-0.089, -0.261, -0.965], [1.443, -1.422, 1.470], [1.859, -2.940, 0.705], [-0.330, -3.168, 1.610], [-0.421, -3.213, -0.166], [-2.075, -2.107, -1.004], [-2.799, -0.740, -0.141], [-3.007, -2.386, 0.497], [-1.919, 7.583, 2.744], [-2.761, 6.560, 2.264], [-3.430, 6.873, 1.055], [-3.468, 5.695, 0.107], [-2.224, 5.343, -0.472], [-1.227, 4.759, 0.349], [-1.515, 3.352, 0.820], [-2.559, 3.321, 1.779], [-3.452, 2.242, 1.617], [-2.496, 8.360, 3.258], [-1.226, 7.133, 3.454], [-1.335, 8.035, 1.935], [-2.953, 7.722, 0.553], [-4.464, 7.154, 1.298], [-4.096, 5.989, -0.738], [-3.950, 4.833, 0.572], [-0.972, 5.410, 1.187], [-0.339, 4.706, -0.288], [-0.614, 2.941, 1.291], [-1.764, 2.727, -0.046], [-3.732, 2.111, 0.565], [-4.353, 2.472, 2.184], [-3.017, 1.311, 1.998]], "forces_ev_per_angstrom": [[-1.3257, 0.1959, 0.9931], [1.5430, -0.5697, -0.1372], [0.6401, -0.2092, -1.1499], [-1.3457, 0.2991, -0.4352], [0.2471, -0.5684, 0.2241], [0.9626, 0.6455, -0.0344], [-1.0360, 0.2292, 0.0334], [-0.0061, -0.1595, 0.3488], [0.3572, 0.5778, 0.4855], [0.3444, -0.2498, 0.0360], [0.3799, -0.1177, 0.4156], [-0.1305, 0.2366, -0.3207], [0.0799, 0.3371, -0.0810], [-0.3343, 0.0388, 0.2973], [-0.5730, -0.1696, 0.0273], [0.1597, -0.3066, -0.3968], [0.0079, -0.1294, -0.2623], [-0.1745, 0.0632, 0.0092], [0.2139, -0.2595, 0.0460], [-0.1620, 0.1441, 0.0750], [-0.1464, 0.0401, -0.1975], [0.0796, -0.1073, -0.0534], [0.1543, -0.0462, 0.1153], [-0.1310, 0.0685, 0.1745], [0.1072, 0.0895, -0.2850], [0.0208, 0.0250, 0.1725], [0.1151, -0.0067, 0.0037], [-0.0591, 0.0499, 0.0111], [0.0203, 0.0434, -0.0225], [0.0141, -0.0279, 0.0339], [0.1148, -0.0039, -0.1187], [0.0540, -0.0197, 0.0067], [-0.0176, 0.0414, 0.1870], [-0.1791, 0.1035, -0.0173], [-0.0233, -0.0272, -0.0346], [0.0983, -0.1445, -0.0723], [-0.0178, 0.0179, -0.0319], [-0.0173, -0.0388, -0.0030], [-0.0248, 0.0034, 0.0667], [-0.0379, -0.0489, -0.0942], [-0.1236, -0.0806, 0.0865], [0.2614, -0.0434, -0.1784], [-0.1199, -0.0030, 0.1890], [-0.1772, -0.1087, -0.0439], [0.0324, 0.0196, -0.1272], [0.1790, 0.0894, 0.0671], [0.0557, -0.0453, 0.2584], [-0.2314, 0.1171, -0.2547], [0.1151, 0.0175, 0.1577], [0.0641, 0.0834, -0.0502], [-0.0473, -0.0090, 0.0550], [-0.0229, 0.0405, -0.0040], [0.0526, -0.0023, 0.0148], [-0.0215, 0.0744, -0.1548], [0.0307, 0.0294, -0.0228], [0.0974, 0.0300, 0.1736], [-0.1416, -0.0787, 0.1119], [-0.0246, -0.0148, -0.0462], [0.0960, -0.0329, -0.2031], [-0.0433, -0.0100, -0.0048], [0.0098, -0.0331, -0.0108], [0.0276, -0.0141, 0.0608], [-0.0407, -0.0646, -0.0888]]}